Entry 1:
# C39H35F6P2PtSSb

A molecular structure, C39H35F6P2PtSSb (wB97M-V/def2-TZVPD, the Open Molecules 2025 dataset).

Values from the calculation:
- Charge: +3
- 2S+1: 2
- Electronic energy: -3545.962266 hartree
- E_HOMO (spin up / spin down): -16.62 / -16.62 eV
- F_max: 0.69 eV Å⁻¹
- Kohn-Sham gap (spin up / spin down): 5.7 / 5.3 eV
- LUMO energy (spin up / spin down): -10.893 / -11.281 eV

```
85
Properties=species:S:1:pos:R:3:mulliken_spin:R:1
Pt 0.354 0.354 -0.183 0.5156
C -5.092 0.668 -0.701 0.0003
C -4.304 -0.601 -0.881 0.0031
C -5.012 -1.781 -1.088 0.0003
C -4.380 -2.991 -1.327 0.0021
C -2.995 -3.051 -1.385 -0.0016
C -2.262 -1.903 -1.165 -0.0187
C -2.894 -0.682 -0.893 -0.0054
P -1.889 0.770 -0.588 0.0832
C -2.576 1.776 0.716 0.0424
C -2.523 1.091 1.943 0.0223
C -2.977 1.680 3.103 -0.0078
C -3.487 2.969 3.047 0.0158
C -3.569 3.636 1.835 -0.0009
C -3.131 3.073 0.642 0.0039
C -3.367 3.874 -0.614 -0.0024
C -1.620 1.611 -2.207 0.0128
C -2.108 0.980 -3.327 -0.0006
C -1.883 1.508 -4.616 -0.0025
C -1.129 2.654 -4.815 0.0028
C -0.617 3.303 -3.710 0.0031
C -0.859 2.820 -2.397 0.0052
C -0.436 3.605 -1.352 -0.0011
H -6.079 0.551 -1.145 -0.0002
H -4.624 1.523 -1.184 -0.0003
H -5.231 0.906 0.355 0.0002
H -6.094 -1.739 -1.079 -0.0001
H -4.971 -3.884 -1.483 0.0000
H -2.496 -3.988 -1.594 0.0002
H -1.186 -1.952 -1.186 0.0054
H -2.135 0.081 1.988 -0.0038
H -2.937 1.141 4.039 -0.0001
H -3.843 3.451 3.948 -0.0001
H -4.015 4.623 1.803 0.0008
H -4.344 4.353 -0.554 0.0000
H -3.344 3.287 -1.526 -0.0002
H -2.647 4.692 -0.723 0.0002
H -2.696 0.077 -3.230 0.0029
H -2.316 0.999 -5.469 0.0006
H -0.965 3.043 -5.811 0.0001
H -0.041 4.215 -3.823 0.0001
H -0.676 3.382 -0.320 -0.0052
H 0.106 4.525 -1.539 -0.0001
F 0.385 2.160 1.442 0.0270
P 1.914 2.805 1.067 0.0010
F 2.203 3.120 2.558 0.0009
F 2.439 1.278 1.211 0.0074
F 3.286 3.256 0.475 0.0000
F 1.440 2.321 -0.600 0.0043
F 1.217 4.188 0.771 0.0010
S -0.035 -1.432 1.234 0.0307
Sb 2.270 -2.035 1.202 0.0086
C 3.404 -1.188 2.720 -0.0009
C 2.772 -0.563 3.787 -0.0004
C 3.565 -0.022 4.788 0.0003
C 4.949 -0.107 4.707 0.0000
C 5.563 -0.733 3.629 -0.0002
C 4.791 -1.288 2.618 -0.0007
C 2.514 -0.989 -0.637 0.1222
C 1.478 -1.171 -1.594 -0.0816
C 1.504 -0.422 -2.789 0.1053
C 2.546 0.461 -3.030 -0.0373
C 3.571 0.607 -2.099 0.0834
C 3.546 -0.097 -0.894 0.0048
C 2.447 -4.091 0.991 0.0033
C 1.547 -4.785 0.186 -0.0010
C 1.716 -6.152 0.040 -0.0002
C 2.765 -6.797 0.686 0.0000
C 3.647 -6.091 1.492 0.0002
C 3.494 -4.722 1.658 -0.0006
H 1.693 -0.483 3.843 0.0003
H 3.099 0.467 5.632 0.0000
H 5.558 0.318 5.494 0.0000
H 6.642 -0.796 3.575 0.0000
H 5.274 -1.785 1.783 0.0000
H 0.808 -2.018 -1.515 0.0355
H 0.735 -0.587 -3.534 0.0047
H 2.578 1.020 -3.956 0.0038
H 4.393 1.283 -2.299 -0.0060
H 4.324 0.074 -0.160 0.0115
H 0.716 -4.283 -0.295 0.0005
H 1.024 -6.718 -0.570 0.0000
H 2.888 -7.865 0.568 0.0000
H 4.452 -6.605 2.001 0.0000
H 4.168 -4.177 2.308 -0.0001
```


Entry 2:
# C24H56N8O8

8 unconnected molecules or ions with the total composition C24H56N8O8 at a distorted geometry (wB97M-V/def2-TZVPD, the Open Molecules 2025 dataset).

Values from the calculation:
- Charge: 0
- Electronic energy: -1988.168534 hartree
- E_HOMO: -8.92 eV
- F_max: 2.55 eV Å⁻¹
- Structure (SMILES): CNC(C)=O.CNC(C)=O.CNC(C)=O.CNC(C)=O.CNC(C)=O.CNC(C)=O.CNC(C)=O.CNC(C)=O
- Kohn-Sham gap: 9.4 eV
- LUMO energy: 0.499 eV

```
96
Properties=species:S:1:pos:R:3:mulliken_charge:R:1
C -0.314 4.086 2.974 -1.0775
N 0.743 4.584 3.881 -0.1085
C 0.643 4.536 5.282 0.6018
C 1.815 5.060 6.099 -1.0191
O -0.276 3.998 5.841 -0.6103
H 0.004 4.330 1.966 0.4233
H -1.182 4.734 3.177 0.3200
H -0.681 3.055 3.053 0.3049
H 1.565 5.065 3.534 0.2639
H 1.576 5.957 6.653 0.3208
H 2.737 5.187 5.520 0.2838
H 2.013 4.258 6.826 0.2702
C -0.641 0.934 -3.507 -0.5733
N -1.056 1.149 -4.866 -0.1244
C -1.057 0.090 -5.740 0.5858
C -1.450 0.343 -7.204 -1.0231
O -0.775 -1.010 -5.368 -0.5713
H -1.166 0.085 -3.033 0.1282
H -0.930 1.790 -2.905 0.4147
H 0.394 0.719 -3.324 0.0262
H -1.208 2.102 -5.126 0.2534
H -0.649 -0.084 -7.812 0.2701
H -1.624 1.386 -7.453 0.3353
H -2.350 -0.248 -7.423 0.2788
C 2.136 -1.178 -4.645 -0.7140
N 3.333 -1.616 -3.946 -0.0636
C 3.589 -1.100 -2.736 0.6000
C 4.871 -1.513 -2.013 -1.4279
O 2.821 -0.312 -2.219 -0.4756
H 2.142 -1.614 -5.668 0.3078
H 2.184 -0.089 -4.725 0.2857
H 1.143 -1.362 -4.280 0.1147
H 3.731 -2.510 -4.218 0.2643
H 5.132 -0.730 -1.320 0.3251
H 5.723 -1.617 -2.718 0.4256
H 4.768 -2.470 -1.510 0.2772
C 0.183 -3.282 -2.495 -1.3067
N 0.168 -4.273 -1.423 0.1469
C 1.018 -5.327 -1.474 0.5822
C 0.856 -6.445 -0.453 -0.8165
O 2.026 -5.342 -2.175 -0.6680
H -0.605 -2.561 -2.345 0.4063
H -0.093 -3.721 -3.453 0.4104
H 1.134 -2.778 -2.589 0.3331
H -0.718 -4.384 -0.926 0.3700
H -0.056 -6.397 0.154 0.0751
H 1.749 -6.349 0.176 0.2436
H 0.897 -7.401 -0.967 0.3297
C -4.460 -2.583 0.775 -0.7123
N -3.780 -3.328 1.802 -0.1523
C -2.696 -4.085 1.461 0.6810
C -2.152 -4.936 2.541 -1.1298
O -2.234 -4.131 0.342 -0.7183
H -4.612 -3.231 -0.085 0.2898
H -3.954 -1.663 0.442 0.0354
H -5.472 -2.316 1.094 0.3810
H -4.111 -3.316 2.769 0.2446
H -1.887 -5.841 2.017 0.2529
H -2.848 -5.167 3.331 0.4302
H -1.284 -4.418 2.931 0.2232
C 3.310 2.114 3.737 -0.7272
N 3.579 0.928 2.920 -0.1841
C 2.617 0.050 2.522 0.7477
C 3.180 -1.184 1.773 -0.8875
O 1.449 0.215 2.695 -0.6032
H 2.321 2.496 3.464 0.0512
H 4.081 2.843 3.501 0.3536
H 3.304 2.013 4.843 0.3458
H 4.519 0.572 2.912 0.2125
H 3.173 -1.059 0.680 -0.0462
H 2.528 -2.024 2.045 0.2702
H 4.212 -1.414 2.093 0.4559
C -3.510 5.033 1.042 -1.0454
N -3.283 3.593 1.183 0.1319
C -4.320 2.866 1.678 0.6261
C -4.123 1.433 1.950 -0.4527
O -5.408 3.364 1.879 -0.6894
H -4.421 5.162 0.431 0.3278
H -2.693 5.473 0.504 0.3469
H -3.698 5.549 1.972 0.3119
H -2.388 3.137 1.006 0.2697
H -3.190 1.009 1.584 -0.1801
H -4.991 0.875 1.603 0.3143
H -4.155 1.291 3.027 0.3118
C -1.044 -0.256 -0.056 -1.2744
N 0.115 0.489 -0.615 0.8740
C 0.295 1.780 -0.276 0.5191
C 1.617 2.341 -0.575 -1.0287
O -0.596 2.417 0.283 -0.7199
H -0.931 -1.344 -0.146 0.2827
H -2.027 -0.010 -0.519 0.3226
H -1.082 -0.020 1.024 0.4024
H 0.932 0.038 -0.985 -0.1494
H 2.104 2.385 0.388 0.0873
H 1.538 3.406 -0.821 0.3828
H 2.215 1.717 -1.242 0.2155
```


Entry 3:
# C3H2F2S

A single C3H2F2S molecule at a distorted geometry (wB97M-V/def2-TZVPD, the Open Molecules 2025 dataset).

Values from the calculation:
- Charge: 0
- Electronic energy: -713.367012 hartree
- E_HOMO: -9.33 eV
- F_max: 2.99 eV Å⁻¹
- Structure (SMILES): F/C=C(\F)C=S
- Kohn-Sham gap: 8.2 eV
- LUMO energy: -1.100 eV

```
8
Properties=species:S:1:pos:R:3:nbo_charge:R:1
F -2.352 -0.839 -0.043 -0.3212
C -0.997 -0.844 0.082 0.2179
C -0.460 0.338 0.077 0.2225
F -1.216 1.428 -0.087 -0.3034
C 0.966 0.668 0.127 -0.3341
S 2.158 -0.385 -0.061 0.0890
H -0.634 -1.851 0.159 0.2105
H 1.159 1.732 0.263 0.2188
```


Entry 4:
# C8H32N2O7

7 unconnected molecules or ions with the total composition C8H32N2O7 at a distorted geometry (wB97M-V/def2-TZVPD, the Open Molecules 2025 dataset).

Values from the calculation:
- Charge: 0
- Electronic energy: -960.130094 hartree
- E_HOMO: -8.45 eV
- F_max: 2.27 eV Å⁻¹
- Structure (SMILES): COC[C@H](C)N.COC[C@H](C)N.O.O.O.O.O
- Kohn-Sham gap: 8.4 eV
- LUMO energy: -0.095 eV

```
49
Properties=species:S:1:pos:R:3:nbo_charge:R:1
C 1.389 -3.095 -2.150 -0.2668
O 2.335 -2.039 -1.975 -0.5742
C 2.967 -1.939 -0.704 -0.0765
C 3.852 -0.631 -0.788 -0.0718
C 4.717 -0.415 0.368 -0.6113
N 3.050 0.615 -0.887 -0.8293
H 0.524 -2.629 -1.679 0.1833
H 1.567 -4.053 -1.662 0.1927
H 1.293 -3.302 -3.215 0.1980
H 2.176 -1.895 0.045 0.1625
H 3.558 -2.815 -0.435 0.1740
H 4.438 -0.645 -1.707 0.1991
H 5.388 0.431 0.221 0.2297
H 5.381 -1.277 0.432 0.2039
H 4.081 -0.238 1.235 0.1962
H 2.536 0.700 -0.021 0.3464
H 2.299 0.463 -1.545 0.3657
C -2.533 1.700 -2.376 -0.2536
O -2.732 2.472 -1.200 -0.5502
C -3.524 1.793 -0.217 -0.0773
C -3.365 2.557 1.143 -0.0603
C -1.887 2.615 1.571 -0.6271
N -3.997 1.878 2.226 -0.8484
H -1.941 2.311 -3.058 0.1882
H -3.513 1.662 -2.852 0.1701
H -1.968 0.780 -2.226 0.1691
H -4.558 1.757 -0.560 0.1613
H -3.227 0.763 -0.017 0.1681
H -3.847 3.535 1.156 0.1861
H -1.372 3.411 1.035 0.2158
H -1.409 1.636 1.526 0.2014
H -1.692 2.929 2.597 0.2099
H -3.485 1.064 2.535 0.3875
H -4.908 1.558 1.931 0.3397
O 1.653 0.547 1.983 -0.9515
H 1.564 1.444 2.306 0.4966
H 1.971 0.051 2.737 0.4897
O -0.735 -3.391 0.776 -0.9554
H -0.663 -2.461 0.561 0.4903
H -0.093 -3.526 1.473 0.4585
O -2.564 -0.583 2.557 -0.9617
H -1.841 -0.517 1.933 0.4946
H -2.280 -1.248 3.184 0.4728
O 0.539 -0.141 -2.320 -0.9854
H -0.001 -0.407 -3.064 0.4773
H 1.152 -0.865 -2.197 0.4870
O -0.397 -0.409 0.557 -1.0183
H -0.200 -0.113 -0.331 0.5075
H 0.299 -0.033 1.096 0.4962
```


Entry 5:
# C5H10O2

A single C5H10O2 molecule (wB97M-V/def2-TZVPD, the Open Molecules 2025 dataset).

Values from the calculation:
- Charge: 0
- Electronic energy: -346.982665 hartree
- E_HOMO: -9.63 eV
- F_max: 0.55 eV Å⁻¹
- Structure (SMILES): CC(=O)C(C)(C)O
- Kohn-Sham gap: 10.5 eV
- LUMO energy: 0.824 eV

```
17
Properties=species:S:1:pos:R:3:nbo_charge:R:1
C 1.320 -1.103 -1.305 -0.7269
C 1.162 0.000 -0.292 0.6034
O 2.130 0.560 0.173 -0.5307
C -0.266 0.442 0.148 0.1417
C -1.333 -0.624 -0.112 -0.6321
C -0.173 0.869 1.615 -0.6407
O -0.510 1.565 -0.701 -0.7107
H 2.384 -1.237 -1.497 0.2394
H 0.897 -2.036 -0.917 0.2316
H 0.796 -0.862 -2.236 0.2390
H -2.321 -0.247 0.174 0.2161
H -1.371 -0.877 -1.177 0.2193
H -1.143 -1.540 0.461 0.2101
H -0.821 1.728 1.824 0.2029
H -0.467 0.058 2.292 0.2130
H 0.866 1.173 1.800 0.2544
H -1.151 2.130 -0.250 0.4702
```


Entry 6:
# C3H14O3S

4 unconnected molecules or ions with the total composition C3H14O3S at a distorted geometry (wB97M-V/def2-TZVPD, the Open Molecules 2025 dataset).

Values from the calculation:
- Charge: 0
- Electronic energy: -746.569581 hartree
- E_HOMO: -8.29 eV
- F_max: 3.10 eV Å⁻¹
- Structure (SMILES): CCSC.O.O.O
- Kohn-Sham gap: 8.4 eV
- LUMO energy: 0.104 eV

```
21
Properties=species:S:1:pos:R:3:nbo_charge:R:1
C 1.364 0.210 -2.005 -0.6099
C 0.730 -0.261 -0.650 -0.5138
S 0.775 0.946 0.746 0.1467
C -0.206 -0.142 1.867 -0.7335
H 1.398 -0.609 -2.760 0.2133
H 0.825 1.039 -2.375 0.2084
H 2.368 0.446 -1.768 0.2114
H -0.342 -0.462 -0.872 0.2088
H 1.229 -1.203 -0.274 0.2162
H 0.570 -0.807 2.290 0.2204
H -0.831 -0.702 1.218 0.2109
H -0.816 0.326 2.682 0.2374
O 3.784 -0.202 0.777 -0.9663
H 3.152 0.486 1.096 0.4811
H 4.547 0.292 0.420 0.4651
O -2.897 -1.145 -0.463 -0.9314
H -3.514 -1.505 0.228 0.4733
H -3.650 -0.767 -1.011 0.4730
O -2.578 1.654 0.427 -0.9460
H -2.484 0.651 0.436 0.4815
H -3.423 1.756 -0.009 0.4532
```